The following is a quantum chemistry calculation of a molecular structure, C8H16NO at a distorted geometry, from OMol25.

Properties
* highest occupied orbital energy: -14.3922 eV
* ΔE to the lowest compared entry with this formula, charge and spin: 313.2 kJ/mol
* total charge: +1
* LUMO: -3.975 eV

```
26
Properties=species:S:1:pos:R:3:mulliken_charge:R:1
C -3.20 0.27 2.37 0.02
C 0.83 1.57 -1.97 -1.93
C 1.20 -0.93 -1.48 -1.41
C 1.77 0.88 0.31 -1.50
C -0.21 -1.16 1.55 -1.72
C -0.73 0.51 -0.35 -1.40
C 0.74 0.47 -0.85 1.64
C -1.13 -0.63 0.54 1.22
N -2.19 0.18 1.84 -0.26
O -1.96 -1.45 0.06 -0.35
H -4.09 0.54 2.90 0.40
H 0.72 2.52 -1.55 0.49
H 1.89 1.45 -2.23 0.47
H 0.22 1.54 -2.83 0.46
H 1.01 -1.08 -2.49 0.45
H 0.60 -1.71 -0.92 0.30
H 2.33 -1.16 -1.40 0.29
H 1.93 -0.11 0.72 0.49
H 1.47 1.65 1.02 0.30
H 2.80 1.09 -0.16 0.37
H -0.72 -1.80 2.33 0.50
H 0.48 -1.82 1.05 0.51
H 0.39 -0.51 2.16 0.43
H -0.85 1.53 0.09 0.37
H -1.31 0.37 -1.28 0.43
H -2.01 -2.22 0.57 0.43
```